No. 1
65
Properties=species:S:1:pos:R:3:forces:R:3 method="wB97M-V/def2-TZVPD" charge=+2 e_homo_ev=-14.0167 de_lowest_kcal_mol=0.2 orbital_gap_ev=7.4 multiplicity=1
Y 1.104665 0.494180 -0.230561 0.094 0.099 0.031
C -1.147626 3.056667 2.187550 0.010 -0.005 -0.013
P -1.169062 1.807704 0.875783 -0.022 -0.019 0.034
C -2.191337 2.577540 -0.440265 0.012 0.007 -0.021
N -3.218284 3.280957 -0.028463 0.016 -0.011 -0.010
C -4.027572 3.832291 -0.960140 -0.007 -0.011 -0.016
C -5.148934 4.593516 -0.557106 -0.007 0.008 -0.001
C -5.966551 5.128260 -1.507233 0.003 0.002 0.007
C -5.707991 4.933570 -2.889533 0.006 -0.005 -0.006
C -4.633097 4.207827 -3.308058 -0.008 0.002 -0.001
C -3.766074 3.640535 -2.345896 0.001 0.015 0.016
N -2.686396 2.932837 -2.746412 0.008 -0.011 0.018
C -1.909900 2.417579 -1.824279 -0.003 0.003 0.009
P -0.422580 1.530077 -2.422521 0.007 -0.028 -0.025
C -0.945790 0.802764 -3.997446 -0.004 -0.008 0.026
C 0.837251 2.846470 -2.798709 -0.001 0.015 -0.012
C 2.135387 2.106642 -3.144993 0.002 -0.002 0.006
C 0.414262 3.754180 -3.951491 -0.004 0.002 -0.003
C 1.050453 3.676802 -1.527564 -0.006 -0.002 0.008
C -2.130853 0.340547 1.480317 -0.002 -0.007 0.027
C -3.495484 0.712493 2.056936 0.002 0.004 -0.008
C -1.268118 -0.333437 2.553958 0.016 -0.014 0.011
C -2.301009 -0.607543 0.288788 0.009 0.033 -0.030
H -2.165245 3.387609 2.388548 0.001 0.003 0.003
H -0.555255 3.910912 1.859849 -0.002 0.000 0.000
H -0.695955 2.648982 3.090793 -0.001 -0.006 -0.002
H -5.329932 4.729754 0.500264 0.002 -0.001 0.001
H -6.828041 5.711496 -1.211615 -0.001 -0.001 0.001
H -6.378787 5.371947 -3.615867 0.001 0.001 -0.001
H -4.418168 4.050502 -4.356081 0.002 -0.001 0.000
H -1.451113 1.558989 -4.595340 -0.002 0.000 -0.003
H -1.639251 -0.014657 -3.801977 -0.001 0.000 -0.003
H -0.085907 0.407552 -4.536925 0.004 0.006 0.003
H 2.027827 1.444502 -4.004302 -0.001 0.001 -0.003
H 2.533706 1.509038 -2.303971 -0.003 -0.001 0.002
H 2.924873 2.824344 -3.375435 0.001 -0.003 -0.001
H 0.323660 3.200463 -4.885922 0.001 0.000 -0.001
H 1.168856 4.529413 -4.099381 0.004 -0.002 0.002
H -0.538877 4.243024 -3.749217 0.004 -0.003 0.001
H 1.407444 3.089993 -0.661934 -0.002 -0.013 -0.002
H 0.146582 4.203058 -1.218499 0.000 0.001 -0.004
H 1.830210 4.420328 -1.702062 0.000 0.000 -0.003
H -3.398942 1.350945 2.935175 0.002 0.002 -0.001
H -4.012275 -0.197776 2.368191 0.003 -0.003 0.000
H -4.120421 1.225466 1.327330 -0.002 -0.001 -0.001
H -1.086057 0.318091 3.408994 -0.006 -0.002 -0.001
H -0.294709 -0.669285 2.170422 0.002 0.008 -0.008
H -1.777478 -1.225292 2.923648 -0.006 0.003 0.002
H -2.966251 -0.199381 -0.473561 0.000 0.010 0.003
H -2.714984 -1.558535 0.627680 -0.008 -0.002 -0.011
H -1.345537 -0.847746 -0.212002 0.009 -0.046 0.042
S 3.370629 1.032176 0.848952 -0.082 -0.018 -0.039
C 3.053246 -0.644870 1.256005 -0.026 0.016 -0.008
N 1.977616 -1.300484 0.809751 -0.006 0.009 -0.014
C 1.936345 -2.612669 1.289368 -0.012 -0.043 0.005
C 0.947664 -3.554842 1.021085 0.013 0.027 -0.006
C 1.073771 -4.807861 1.585613 -0.009 -0.009 -0.002
C 2.163529 -5.125998 2.403327 0.008 -0.005 0.005
C 3.148851 -4.197319 2.674326 -0.004 0.009 -0.005
C 3.018859 -2.933916 2.107128 -0.017 -0.015 -0.002
S 4.079511 -1.560787 2.263391 0.015 0.019 0.000
H 0.108298 -3.312658 0.380528 -0.002 -0.006 0.001
H 0.321576 -5.559581 1.390068 0.000 -0.001 0.000
H 2.237591 -6.116946 2.828932 -0.002 -0.001 0.000
H 3.990829 -4.445710 3.305464 0.001 0.000 0.001


No. 2
66
Properties=species:S:1:pos:R:3:forces:R:3 method="wB97M-V/def2-TZVPD" smiles="CCOC(=O)N1CCN(C(=O)C(=O)c2cn(CC(=O)N3CCCCCC3)c3ccccc23)CC1" charge=0 e_homo_ev=-8.3848 de_lowest_kcal_mol=5.2 orbital_gap_ev=8.5 multiplicity=1
C -8.930807 -0.352250 -2.070181 0.234 0.179 0.307
C -8.665218 0.579119 -0.896010 -0.500 -0.193 -0.096
H -8.934280 1.608944 -1.140671 0.028 -0.115 0.071
H -9.225791 0.244729 -0.017273 0.072 0.142 -0.125
O -7.277359 0.632396 -0.568789 0.336 -0.033 0.037
C -6.818020 -0.377786 0.204579 0.081 0.174 0.047
O -7.498033 -1.283183 0.626305 -0.379 -0.255 0.038
N -5.499007 -0.234601 0.469078 0.053 0.114 -0.026
C -4.689849 0.805045 -0.133131 0.121 0.282 -0.199
H -4.520950 0.588286 -1.196602 0.018 0.102 0.058
C -3.353412 0.913421 0.592537 -0.259 0.518 0.023
N -2.639544 -0.345714 0.523083 0.010 -0.039 -0.012
C -1.302338 -0.492936 0.567387 -0.446 -0.214 0.063
O -0.770966 -1.594355 0.512519 0.216 0.005 -0.010
C -0.464444 0.776183 0.728756 0.110 0.071 0.144
O -0.815975 1.667288 1.486596 0.123 -0.268 -0.173
C 0.766483 0.778662 -0.016592 0.358 -0.009 -0.277
C 1.202919 -0.174341 -0.920102 -0.399 0.124 0.308
N 2.431256 0.133035 -1.378835 -0.216 -0.058 0.017
C 2.843161 1.316150 -0.801578 -0.135 0.626 0.478
C 4.025183 2.027222 -0.960747 0.084 -0.025 -0.114
C 4.165691 3.188516 -0.227579 0.058 -0.034 -0.063
C 3.163313 3.630965 0.637834 -0.026 0.095 0.093
C 1.986395 2.929890 0.795040 0.037 0.051 0.037
C 1.819504 1.757542 0.065158 0.134 -0.223 -0.228
H 1.208378 3.265563 1.461404 -0.053 0.043 0.057
H 3.318376 4.543852 1.193349 0.002 0.078 0.053
H 5.072484 3.766590 -0.323447 0.082 0.037 -0.026
H 4.804144 1.686735 -1.624403 0.115 -0.040 -0.089
C 3.211708 -0.650522 -2.294092 0.413 -0.085 -0.437
H 2.668324 -1.566941 -2.538605 -0.011 0.123 0.051
H 3.379209 -0.087047 -3.219983 0.009 -0.166 0.172
C 4.616571 -0.994653 -1.761039 -0.467 -0.060 -0.187
O 5.594669 -0.627650 -2.386567 0.210 0.216 -0.233
N 4.712206 -1.715408 -0.631290 0.206 -0.190 0.068
C 3.630241 -2.240500 0.171701 -0.477 0.072 0.362
H 3.894835 -3.270494 0.438035 -0.063 0.056 -0.096
C 3.374697 -1.449446 1.458771 0.123 -0.275 -0.044
H 2.940772 -0.478846 1.218531 -0.078 0.042 -0.027
H 2.630890 -2.003016 2.034792 -0.091 0.008 -0.008
C 4.621562 -1.217038 2.311779 -0.129 0.265 -0.086
C 5.599790 -0.234359 1.660845 0.155 -0.153 0.086
C 6.624927 -0.880981 0.724193 -0.172 0.017 -0.058
C 6.049742 -2.004330 -0.144401 0.500 0.162 -0.048
H 6.698863 -2.151575 -1.011657 -0.073 -0.089 0.148
H 6.004375 -2.936981 0.420236 -0.063 0.023 -0.040
H 7.035766 -0.106237 0.075887 0.106 -0.029 -0.019
H 7.447711 -1.301432 1.305400 0.073 0.009 -0.005
H 6.149829 0.298464 2.438822 -0.022 0.083 -0.025
H 5.024898 0.513286 1.109844 0.005 0.057 0.042
H 4.291002 -0.799035 3.264716 0.025 -0.081 0.037
H 5.120661 -2.163350 2.527689 0.031 -0.107 0.119
H 2.708678 -2.281402 -0.407317 0.056 -0.093 -0.026
H 0.691388 -1.059568 -1.245935 0.005 -0.187 -0.032
C -3.463399 -1.543996 0.484842 -0.018 -0.376 0.126
H -2.909827 -2.345803 0.979784 -0.146 0.079 -0.093
C -4.790203 -1.280176 1.177956 -0.013 -0.235 0.045
H -5.419809 -2.172431 1.175002 0.159 0.096 0.035
H -4.617377 -0.983047 2.219034 -0.003 -0.111 -0.040
H -3.638178 -1.843726 -0.555729 0.006 -0.062 0.094
H -3.520644 1.193499 1.638949 0.016 0.064 -0.137
H -2.758492 1.702763 0.131147 -0.170 -0.072 0.086
H -5.222558 1.756259 -0.065130 0.179 -0.071 -0.040
H -8.670123 -1.371419 -1.796169 -0.021 -0.076 -0.015
H -9.984164 -0.316465 -2.332638 -0.126 -0.009 -0.063
H -8.338437 -0.052196 -2.931509 0.007 0.025 -0.107


No. 3
67
Properties=species:S:1:pos:R:3:forces:R:3 method="wB97M-V/def2-TZVPD" charge=+1 e_homo_ev="-9.3516 / -10.4700" orbital_gap_ev="6.5 / 3.7" multiplicity=5
Os -0.008267 -0.084965 0.200114 0.017 -0.997 0.555
O 3.493376 3.652724 -1.628886 0.325 -0.618 0.188
C 4.274413 2.661696 -1.186976 -0.242 0.962 -0.420
C 5.649753 2.900500 -1.197077 0.485 -0.049 0.039
C 6.522039 1.933723 -0.758189 0.023 0.596 -0.246
C 6.058119 0.695562 -0.287413 -0.572 -0.345 0.111
C 4.707186 0.457879 -0.250688 0.507 -0.216 0.199
C 3.788596 1.425587 -0.693926 -1.009 -0.354 -0.002
C 2.370604 1.122302 -0.602392 1.236 -1.638 1.072
O 2.013590 0.064007 0.090053 0.575 1.052 -0.558
N 1.499814 1.897358 -1.243627 -1.694 0.359 -0.036
N 0.235470 1.425151 -1.002721 2.116 0.051 -0.032
C -0.858702 1.963004 -1.558374 -1.876 0.546 -0.655
C -2.086584 1.304461 -1.201725 0.995 0.424 -0.203
C -3.335783 1.682852 -1.685687 -0.469 0.056 -0.101
C -4.450553 0.961509 -1.313348 0.041 0.153 -0.118
C -4.314843 -0.133910 -0.459412 -0.124 -0.031 -0.010
C -3.062077 -0.469143 -0.002983 0.328 0.195 -0.035
N -1.966596 0.227764 -0.354615 -0.228 -0.203 0.273
H 2.566270 3.334713 -1.648581 -0.044 0.081 -0.004
H 5.999826 3.855561 -1.563714 -0.017 -0.015 0.002
H 7.585717 2.134609 -0.782335 -0.023 -0.007 0.002
H 6.755698 -0.061231 0.042296 -0.005 0.013 0.001
H 4.322506 -0.480659 0.122256 -0.042 0.033 -0.019
H -0.800290 2.812302 -2.225555 -0.081 -0.031 -0.036
H -3.410011 2.534159 -2.348563 -0.027 -0.017 0.007
H -5.426589 1.243267 -1.685397 0.016 0.001 0.008
H -5.170295 -0.716835 -0.151095 -0.003 0.008 -0.008
H -2.890764 -1.301211 0.667062 0.026 -0.009 -0.002
C 1.499780 1.053638 4.259083 0.315 0.028 0.226
Si -0.063294 1.114009 3.287593 -0.148 -0.449 -0.571
C -1.585889 1.170856 4.330436 -0.242 0.065 0.203
C -0.043004 2.596157 2.169624 -0.012 0.336 -0.090
N -0.136703 -0.313497 2.212000 -0.037 -0.811 -0.604
C -0.136591 -1.624319 2.629406 0.019 0.103 0.099
C -0.156566 -2.042706 3.973862 0.008 0.073 -0.077
C -0.158382 -3.377626 4.281314 0.002 -0.294 -0.010
C -0.141679 -4.357090 3.265890 0.000 0.089 0.380
C -0.114886 -3.984822 1.952975 0.026 0.327 -0.210
C -0.105385 -2.611178 1.602089 -0.011 -0.248 0.114
N -0.063039 -2.130254 0.329559 -0.120 0.654 0.287
Si 0.071702 -3.116036 -1.167485 -0.143 0.568 0.571
C 1.619883 -4.109847 -1.111311 0.307 -0.229 0.017
C -1.454260 -4.141252 -1.339291 -0.243 -0.234 -0.059
C 0.159976 -1.905910 -2.566251 0.055 0.147 -0.367
H 1.628899 1.987212 4.813446 0.036 -0.029 0.003
H 2.346715 0.944157 3.576793 0.020 0.002 0.049
H 1.534598 0.232100 4.975776 0.027 0.027 -0.022
H -1.561634 2.053747 4.975098 -0.039 -0.019 -0.007
H -1.708888 0.296908 4.970074 -0.024 0.015 -0.007
H -2.468504 1.248134 3.690338 -0.013 -0.002 0.044
H -0.118012 3.502238 2.779480 0.018 -0.024 0.011
H -0.891303 2.608056 1.478182 0.069 0.001 0.031
H 0.884364 2.672280 1.594600 -0.070 -0.006 0.007
H -0.165206 -1.309332 4.767294 -0.009 0.000 0.016
H -0.170701 -3.684452 5.318757 -0.006 -0.020 -0.007
H -0.144969 -5.406077 3.528967 -0.009 0.004 0.029
H -0.097443 -4.738135 1.178841 0.002 -0.004 -0.030
H 1.617328 -4.855988 -0.316190 0.048 0.003 -0.021
H 2.479612 -3.453343 -0.956049 0.005 -0.038 -0.008
H 1.759197 -4.632719 -2.061061 0.033 -0.001 0.023
H -1.573855 -4.862484 -0.529747 -0.039 0.007 -0.030
H -1.424317 -4.699025 -2.279387 -0.038 0.005 0.023
H -2.341792 -3.503179 -1.358754 0.004 -0.033 -0.006
H 0.991455 -1.204469 -2.456778 -0.054 -0.015 -0.007
H -0.769228 -1.341510 -2.687333 0.068 0.019 0.012
H 0.330895 -2.451272 -3.499936 -0.044 -0.017 0.014